Molecular formula: C20H20Cl2N3O3Pd
Method: DFT, ωB97M-V/def2-TZVPD

Atoms and positions in Å:
Pd: -0.598244 -0.106707 0.342593
Cl: -4.315609 2.938375 -0.910968
C: -4.324605 1.217492 -0.854939
C: -5.502767 0.512180 -1.161194
C: -5.531800 -0.853466 -1.121500
Cl: -6.998530 -1.690947 -1.495261
C: -4.373081 -1.584230 -0.770253
C: -4.287774 -2.988914 -0.669333
C: -3.103243 -3.571607 -0.302878
C: -1.985471 -2.763984 -0.038908
N: -2.043131 -1.454528 -0.126175
C: -3.211668 -0.848704 -0.482501
C: -3.161265 0.557362 -0.520387
O: -2.028755 1.162679 -0.246665
H: -6.393370 1.063338 -1.427791
H: -5.160291 -3.591548 -0.879521
H: -3.014123 -4.644006 -0.213754
H: -1.033458 -3.182392 0.255520
C: 2.615061 -2.805394 0.845949
C: 1.713419 -1.771622 1.445222
O: 0.483643 -1.784891 1.246763
N: 2.276970 -0.840729 2.216130
C: 1.490533 0.197898 2.853104
C: 1.443651 1.456123 2.033991
C: 2.379615 2.463838 2.183712
C: 2.286186 3.596854 1.390166
C: 1.237253 3.701092 0.492633
C: 0.327288 2.663038 0.411382
N: 0.433269 1.558315 1.160474
H: 2.017983 -3.647390 0.509280
H: 3.369284 -3.147525 1.552862
H: 3.113373 -2.368262 -0.019870
H: 3.277027 -0.846605 2.330561
H: 1.898467 0.393958 3.843616
H: 0.476181 -0.181517 2.966150
H: 3.166261 2.363460 2.919179
H: 3.009116 4.395362 1.488543
H: 1.107892 4.578838 -0.123250
H: -0.527756 2.701216 -0.252003
C: 2.251322 1.285270 -3.035035
C: 2.490097 0.452486 -1.805706
C: 3.901681 0.289385 -1.303531
O: 1.559264 -0.088037 -1.239744
H: 3.138650 1.375612 -3.657967
H: 1.962603 2.289104 -2.710629
H: 1.421958 0.872341 -3.604752
H: 4.605963 0.945943 -1.807998
H: 4.210350 -0.743784 -1.476112
H: 3.930579 0.475230 -0.229202

Forces on atoms 1 to 3 (eV/Å):
Pd -1.6131 -0.0486 1.2450
Cl -0.0413 0.0565 -0.0133
C 0.0030 0.0023 -0.0455

Values from the calculation:
E_LUMO ... -0.1235 Ha
Kohn-Sham gap ... 6.87 eV
Spin multiplicity ... 1
Total energy ... -2212.24338 Ha
E_HOMO ... -10.2282 eV
Net charge ... +1



Molecular formula: C42H49BrIN2OPRe
Method: DFT, ωB97M-V/def2-TZVPD

Atoms and positions in Å:
Re: -0.494801 0.232602 0.631933
I: -0.122363 0.040156 3.230099
C: -1.446206 -1.289470 4.204721
C: -1.201948 -1.188638 5.547628
C: -1.920814 -1.988267 6.454371
C: -2.821838 -2.877606 5.962626
C: -3.059324 -3.003401 4.569371
C: -3.980422 -3.992169 4.144537
C: -4.297049 -4.148353 2.830312
C: -3.699774 -3.298315 1.890877
C: -2.772071 -2.334839 2.236543
P: -2.137382 -1.495829 0.772737
C: -1.030709 -2.583402 -0.098395
C: -1.298408 -3.581166 -1.024376
C: -0.230093 -4.226268 -1.637903
C: 1.086338 -3.875329 -1.338248
C: 1.363808 -2.886413 -0.403489
C: 0.292947 -2.262222 0.221543
C: -3.598134 -1.062517 -0.193673
C: -4.711074 -0.548768 0.482832
C: -5.822248 -0.127763 -0.233245
C: -5.828896 -0.210685 -1.623250
C: -4.723105 -0.713779 -2.298261
C: -3.604031 -1.133510 -1.588815
C: -2.397409 -2.171769 3.615074
H: -0.452814 -0.509069 5.936670
H: -1.736948 -1.893703 7.515322
H: -3.382940 -3.514504 6.634797
H: -4.426884 -4.630915 4.896978
H: -5.002523 -4.902251 2.509229
H: -4.000889 -3.409740 0.854720
H: -2.314334 -3.859298 -1.277128
H: -0.423094 -5.011150 -2.357929
H: 1.902247 -4.397023 -1.821902
H: 2.385684 -2.649017 -0.135386
H: 0.523510 -1.587135 1.085526
H: -4.733157 -0.531285 1.567633
H: -6.696175 0.238153 0.291353
H: -6.706681 0.094470 -2.178443
H: -4.738572 -0.795919 -3.377579
H: -2.756059 -1.543735 -2.125580
C: 3.588483 0.524400 -5.700785
C: 4.429001 0.512572 -4.423626
C: 5.346647 1.756538 -4.412443
C: 5.310622 -0.760709 -4.413064
C: 3.592596 0.498562 -3.173439
C: 2.171177 0.380560 -3.233185
C: 1.508588 0.417382 -2.056837
Br: -0.391101 0.259862 -1.973893
C: 2.122743 0.559954 -0.784048
O: 1.349953 0.701775 0.267448
C: 3.548811 0.578160 -0.699550
C: 4.208248 0.580202 -1.917105
C: 4.379503 0.576642 0.584030
C: 3.580201 0.540386 1.890411
C: 5.274526 -0.680289 0.553616
C: 5.265553 1.836552 0.597016
H: 4.257298 0.572918 -6.558264
H: 2.936041 1.399723 -5.758871
H: 2.990495 -0.383241 -5.813764
H: 5.922609 1.765995 -5.336878
H: 6.056111 1.744713 -3.585134
H: 4.768641 2.680868 -4.360226
H: 5.891245 -0.778277 -5.335195
H: 4.705128 -1.668002 -4.373095
H: 6.011023 -0.768299 -3.577077
H: 1.664346 0.279720 -4.182679
H: 5.287106 0.634288 -1.902482
H: 2.938375 -0.342625 1.958613
H: 2.978471 1.440480 2.034523
H: 4.290919 0.485111 2.714419
H: 4.678232 -1.596364 0.552341
H: 5.902991 -0.687469 1.444242
H: 5.934246 -0.700405 -0.312692
H: 4.664125 2.747756 0.605246
H: 5.940640 1.878419 -0.256742
H: 5.880586 1.827641 1.497206
C: -3.268355 3.634642 -0.466024
C: -2.561635 2.262077 -0.483915
N: -1.626910 2.115098 0.688453
C: -0.622208 3.231174 0.646914
C: -1.325152 4.610968 0.674269
N: -2.808853 4.388850 0.741682
C: -3.165392 3.627655 1.980758
C: -2.449135 2.259069 1.938667
H: -4.350875 3.536886 -0.411444
H: -3.022803 4.230680 -1.342593
H: -1.991691 2.164364 -1.398005
H: -3.291055 1.455090 -0.441525
H: -0.027168 3.122401 -0.257686
H: 0.039220 3.126075 1.504617
H: -1.115370 5.196364 -0.218207
H: -1.033195 5.200192 1.540919
H: -3.280924 5.296130 0.765401
H: -4.248369 3.526994 2.011183
H: -2.852810 4.220952 2.837631
H: -3.172004 1.444919 1.962279
H: -1.794866 2.163745 2.794777

Forces on atoms 1 to 3 (eV/Å):
Re 0.5558 -0.1803 -0.3446
I 0.2961 0.2184 0.1671
C -0.1451 -0.1431 -0.1036

Values from the calculation:
E_LUMO (spin up / spin down) ... -0.4877 / -0.4857 Ha
Kohn-Sham gap (spin up / spin down) ... 4.77 / 4.84 eV
Spin multiplicity ... 2
Total energy ... -5104.45798 Ha
E_HOMO (spin up / spin down) ... -18.0389 / -18.0530 eV
⟨S²⟩ ... 0.770
Net charge ... +4



Molecular formula: C4H5ClOS
Method: DFT, ωB97M-V/def2-TZVPD

Atoms and positions in Å:
C: 1.421492 1.502629 -1.176331
S: 1.534550 0.511209 0.061055
O: 1.984653 1.076568 1.406448
Cl: 2.904155 -1.084250 0.106801
C: 0.003732 -0.350035 0.334392
C: -0.448124 -1.479526 0.734948
C: -1.543859 -0.451861 0.316004
H: 2.132322 2.245707 -1.215309
H: 0.707721 1.375753 -1.957972
H: -0.401387 -2.435021 1.148890
H: -2.027564 -0.662586 -0.634930
H: -2.093897 0.083281 1.167621

Forces on atoms 1 to 3 (eV/Å):
C -1.3206 -1.4444 0.5643
S 0.1773 1.7943 4.5616
O -1.1155 -0.8320 -3.4459

Values from the calculation:
E_LUMO ... -0.0066 Ha
Kohn-Sham gap ... 9.11 eV
Spin multiplicity ... 1
Total energy ... -1088.81724 Ha
E_HOMO ... -9.2875 eV
SMILES string ... C=[S@](=O)(Cl)C1=CC1



- Number 3 is which compound?
  C4H5ClOS